Below is a molecular structure, C29H26AuFN6O7, with properties calculated with ωB97M-V with the def2-TZVPD basis set.

Atoms and positions in Å:
Au1 -1.0211 -1.2431 3.2871
C1 -4.2655 -0.9339 -3.7562
C2 -4.2682 0.4018 -3.0311
N1 -3.2346 0.4448 -1.9673
C3 -3.6241 0.2202 -0.7261
C4 -2.7574 0.1560 0.3728
C5 -3.4431 0.0526 1.7283
O1 -4.5917 0.4731 1.7018
O2 -2.8077 -0.3396 2.7487
C6 -1.3367 0.3238 0.1325
O3 -0.5061 0.1803 1.0179
C7 -0.9415 0.6375 -1.2502
C8 0.3975 0.8684 -1.5347
C9 0.7810 1.1232 -2.8262
F1 2.0860 1.2832 -3.0672
C10 -0.1324 1.1922 -3.8922
C11 -1.4737 0.9681 -3.5886
C12 -1.8793 0.6822 -2.2854
N2 0.2471 1.4868 -5.2113
C13 1.5487 2.0837 -5.5175
C14 1.5662 2.5092 -6.9895
N3 0.1643 2.8239 -7.4242
C15 -0.6912 1.5766 -7.4482
C16 -0.2373 0.6604 -6.3086
H1 -5.0357 -0.9220 -4.5260
H2 -4.4917 -1.7471 -3.0674
H3 -3.3057 -1.1427 -4.2282
H4 -5.2210 0.5767 -2.5377
H5 -4.0950 1.2446 -3.6964
H6 -4.6836 0.0964 -0.5420
H7 1.1400 0.8164 -0.7486
H8 -2.2010 1.0363 -4.3833
H9 2.3873 1.4011 -5.3647
H10 1.7009 2.9503 -4.8758
H11 1.9191 1.7210 -7.6517
H12 2.1853 3.3899 -7.1418
H13 0.1642 3.2700 -8.3427
H14 -0.2419 3.4935 -6.7685
H15 -0.5707 1.1121 -8.4248
H16 -1.7228 1.9028 -7.3339
H17 0.5473 -0.0229 -6.6511
H18 -1.0729 0.0403 -5.9957
N4 1.9411 3.1165 7.0015
C17 1.0263 2.4603 6.7796
C18 -0.1162 1.6477 6.4787
C19 -1.2801 1.7140 7.2407
C20 -2.3552 0.9173 6.8879
C21 -2.2419 0.0857 5.7897
N5 -1.1131 0.0254 5.0774
C22 -0.0618 0.7789 5.3982
H19 -1.3345 2.3807 8.0904
H20 -3.2749 0.9376 7.4537
H21 -3.0596 -0.5385 5.4585
H22 0.8224 0.6703 4.7824
O4 1.7425 -0.5652 3.2919
C23 1.6869 -1.7295 3.6583
O5 0.5482 -2.3878 3.7507
C24 2.8857 -2.5104 4.0799
C25 2.7612 -3.7784 4.6404
C26 3.8905 -4.4708 5.0419
C27 5.1239 -3.8703 4.8660
C28 5.2771 -2.6133 4.3116
C29 4.1394 -1.9308 3.9189
N6 6.3379 -4.6079 5.2925
O6 7.4056 -4.0600 5.1285
O7 6.1764 -5.7116 5.7661
H23 1.7820 -4.2176 4.7614
H24 3.8320 -5.4548 5.4819
H25 6.2652 -2.1933 4.2004
H26 4.2117 -0.9423 3.4867

Its expectation value of S² is 2.042. For the LUMO energy (spin up / spin down), the calculation gives -5.985 / -8.962 eV. Its spin multiplicity is 3. As for the charge: +2. As for the orbital gap (spin up / spin down): 7.06 / 4.08 eV. The total energy comes out at -2210.7634 hartree.

Below is a molecular structure, C33H33BF6O3S at a distorted geometry, with properties calculated with ωB97M-V with the def2-TZVPD basis set.

Atoms and positions in Å:
C1 2.5757 -5.6541 0.3452
C2 2.4837 -4.2831 -0.1763
C3 3.2961 -3.2096 0.1630
C4 2.9258 -2.0107 -0.4995
C5 1.7535 -2.1235 -1.2417
B1 -1.1970 0.5015 1.8273
C6 1.3233 -1.2898 -2.3043
C7 0.2543 -1.7117 -3.1307
C8 0.2484 -1.2983 -4.4434
C9 -0.7616 -1.8743 -5.3897
F1 -0.2649 -1.9843 -6.6568
F2 -1.1745 -3.1215 -5.0148
F3 -1.8725 -1.0720 -5.4655
C10 1.1408 -0.3281 -4.8953
C11 2.0768 0.1870 -4.0130
C12 3.0848 1.1975 -4.4788
F4 2.8733 2.4258 -3.8970
F5 4.3555 0.8240 -4.1217
F6 3.0934 1.3933 -5.8235
C13 2.1401 -0.2190 -2.6935
O1 -1.8622 -0.6543 2.1090
C14 -1.0117 -1.7907 2.4503
C15 0.0273 -1.3540 3.5067
C16 -0.7601 -0.7652 4.6898
C17 0.8680 -2.5251 3.9993
C18 0.9247 -0.2361 2.9486
O2 -0.0320 0.8089 2.4783
S1 1.1666 -3.7841 -1.1453
H1 3.5968 -5.8688 0.6651
H2 1.9019 -5.7493 1.2087
H3 2.3014 -6.3998 -0.4084
H4 4.1291 -3.3133 0.8439
H5 3.5160 -1.1017 -0.5125
H6 -0.4862 -2.4181 -2.7597
H7 1.1065 -0.0043 -5.9303
H8 2.8804 0.1977 -2.0162
H9 -1.7226 -2.5099 2.8615
H10 -0.5511 -2.1985 1.5294
H11 -0.0624 -0.4273 5.4579
H12 -1.3859 0.0714 4.3614
H13 -1.3943 -1.5504 5.1098
H14 1.5620 -2.1825 4.7792
H15 0.2207 -3.2874 4.4551
H16 1.4534 -2.9925 3.1922
H17 1.5236 0.2272 3.7458
H18 1.5256 -0.5720 2.0919
C19 -5.4941 1.5029 3.3554
O3 -5.3304 0.5598 2.2780
C20 -4.5045 0.8860 1.2572
C21 -4.2467 -0.1495 0.3020
C22 -3.0245 -0.1827 -0.3087
C23 -2.0291 0.8213 0.0226
C24 -0.5664 0.5872 -0.1241
C25 0.1246 1.8900 -0.2925
C26 0.4753 2.4241 -1.5674
C27 0.9734 3.7228 -1.6867
C28 1.2208 4.5233 -0.5803
C29 1.8729 5.8426 -0.8100
C30 0.8702 4.0560 0.6884
C31 0.2872 2.7935 0.7834
C32 -2.5885 2.0879 0.4806
C33 -3.7670 2.0852 1.2007
H19 -6.2551 1.0415 3.9848
H20 -4.5701 1.6556 3.9322
H21 -5.8356 2.4871 3.0049
H22 -4.9425 -0.9810 0.2122
H23 -2.7390 -0.9870 -1.0088
H24 -0.2521 -0.3022 -0.6407
H25 0.3152 1.7986 -2.4549
H26 1.1987 4.1213 -2.6808
H27 1.9458 6.4202 0.1112
H28 2.8708 5.7069 -1.2525
H29 1.2960 6.4317 -1.5364
H30 1.0473 4.6762 1.5649
H31 -0.0093 2.5454 1.7891
H32 -2.0711 3.0378 0.3282
H33 -4.0627 2.9285 1.8466

For the LUMO energy, the calculation gives -0.364 eV. Its spin multiplicity is 1. As for the charge: 0. As for the orbital gap: 5.94 eV. The total energy comes out at -2525.1911 hartree.

Below is 7 unconnected molecules or ions with the total composition C24H54O18S6 at a distorted geometry, with properties calculated with ωB97M-V with the def2-TZVPD basis set.

Atoms and positions in Å:
O1 -25.9082 0.4552 -3.8771
S1 -25.7836 1.8517 -4.1803
O2 -26.8387 2.7515 -3.8257
O3 -24.3796 2.3998 -3.4350
C1 -23.3031 1.4874 -3.3828
C2 -22.0449 2.2372 -3.8167
C3 -25.2653 2.1118 -5.8685
H1 -23.3770 0.6259 -4.0573
H2 -23.1324 1.0130 -2.4152
H3 -22.1923 2.6649 -4.8109
H4 -21.1003 1.7052 -3.9119
H5 -21.9512 3.0180 -3.0604
H6 -25.2688 3.1875 -6.0133
H7 -25.9335 1.5277 -6.4980
H8 -24.2659 1.7010 -5.9968
O4 -16.5190 4.9586 -6.2326
S2 -16.7670 3.5528 -6.3502
O5 -18.0882 2.9990 -6.4696
O6 -15.9555 2.9570 -7.5836
C4 -15.3745 3.8496 -8.5868
C5 -14.6899 3.0816 -9.7031
C6 -15.7394 2.7593 -5.0302
H9 -14.7720 4.4643 -7.9121
H10 -16.1261 4.5312 -8.9911
H11 -13.6754 2.7865 -9.4321
H12 -14.5933 3.7436 -10.5641
H13 -15.1919 2.1871 -10.0686
H14 -14.7101 3.1049 -5.0038
H15 -15.7132 1.6904 -5.2318
H16 -16.2888 2.9203 -4.1045
O7 -18.8060 -0.7547 -10.8013
S3 -18.8101 0.0722 -9.6401
O8 -19.9956 0.1423 -8.8293
O9 -17.6495 -0.3912 -8.5810
C7 -16.3592 -0.6001 -9.1234
C8 -15.4323 -0.4029 -7.9381
C9 -18.2849 1.8028 -9.9842
H17 -16.0377 0.0919 -9.9100
H18 -16.3071 -1.5800 -9.6088
H19 -15.2071 0.6614 -7.8489
H20 -14.3870 -0.7044 -8.0940
H21 -15.7201 -0.8945 -7.0152
H22 -17.5285 1.7788 -10.7642
H23 -17.9386 2.1644 -9.0194
H24 -19.1822 2.2856 -10.3613
O10 -17.6249 -5.7113 -4.9057
S4 -17.4146 -6.1789 -6.2730
O11 -17.2090 -7.5662 -6.5649
O12 -18.6223 -5.5655 -7.2126
C10 -19.0074 -4.2246 -6.8907
C11 -19.2455 -3.4018 -8.1385
C12 -15.9950 -5.2858 -6.9856
H25 -18.2197 -3.7529 -6.2988
H26 -19.9162 -4.1717 -6.2913
H27 -19.9163 -4.0060 -8.7596
H28 -18.3476 -3.1969 -8.7247
H29 -19.7628 -2.4495 -8.0320
H30 -15.7906 -5.6727 -7.9826
H31 -15.1675 -5.6564 -6.3803
H32 -16.1214 -4.2087 -6.9968
O13 -15.1053 -3.6744 0.4084
S5 -15.4067 -4.4568 -0.7665
O14 -16.7213 -4.6195 -1.3095
O15 -14.4019 -3.8989 -1.9099
C13 -14.5662 -4.4011 -3.2328
C14 -13.6440 -3.7337 -4.2525
C15 -14.7226 -6.1159 -0.5366
H33 -15.6002 -4.4075 -3.5857
H34 -14.3327 -5.4735 -3.1746
H35 -13.7629 -2.6524 -4.1654
H36 -13.9080 -4.0266 -5.2647
H37 -12.6128 -4.0066 -4.0346
H38 -13.6507 -5.9472 -0.6352
H39 -15.1518 -6.7772 -1.2805
H40 -14.8959 -6.4306 0.4888
O16 -17.4412 2.9841 -1.1360
S6 -18.7585 3.5362 -1.3941
O17 -19.3124 3.5369 -2.7231
O18 -19.8123 2.7444 -0.4666
C16 -19.4549 2.4508 0.8965
C17 -20.5425 1.5204 1.3909
C18 -18.8132 5.1516 -0.6165
H41 -19.4000 3.3618 1.4925
H42 -18.5212 1.8927 0.9719
H43 -21.5096 2.0255 1.4295
H44 -20.3576 1.1842 2.4120
H45 -20.6303 0.6556 0.7358
H46 -18.1615 5.1050 0.2514
H47 -19.8475 5.2179 -0.2805
H48 -18.5349 5.9528 -1.2924
C19 -17.4369 -0.1168 -4.8388
C20 -18.0699 0.5836 -3.8052
C21 -18.0569 0.1241 -2.5021
C22 -17.3686 -1.0496 -2.1913
C23 -16.7341 -1.7607 -3.2083
C24 -16.7624 -1.2976 -4.5211
H49 -17.5797 0.1989 -5.8637
H50 -18.7355 1.4111 -4.0186
H51 -18.4808 0.5773 -1.6163
H52 -17.2148 -1.4141 -1.1839
H53 -16.2653 -2.6444 -2.8048
H54 -16.3258 -1.9678 -5.2541

For the LUMO energy, the calculation gives 0.191 eV. The SMILES is CCOS(C)(=O)=O.CCOS(C)(=O)=O.CCOS(C)(=O)=O.CCOS(C)(=O)=O.CCOS(C)(=O)=O.CCOS(C)(=O)=O.c1ccccc1. Its spin multiplicity is 1. As for the charge: 0. As for the orbital gap: 9.28 eV. The total energy comes out at -4690.1560 hartree.

Below is 2 unconnected molecules or ions with the total composition C5H10O2, with properties calculated with ωB97M-V with the def2-TZVPD basis set.

Atoms and positions in Å:
O1 -1.7051 -1.8039 1.9269
C1 -1.0663 -0.2224 -0.4092
C2 -0.3766 1.0044 -0.8998
C3 -0.2065 0.5920 0.5352
C4 1.2453 0.1591 0.6573
O2 1.6522 -0.1353 -0.6676
C5 0.9770 0.7629 -1.5372
H1 -1.1750 -2.4645 1.4696
H2 -0.6824 -1.1833 -0.7485
H3 -2.1445 -0.1972 -0.2828
H4 -0.9568 1.8822 -1.1638
H5 -0.6501 1.1736 1.3397
H6 -1.2827 -0.9779 1.6626
H7 1.4151 -0.7396 1.2609
H8 1.8447 0.9783 1.0872
H9 0.9244 0.2782 -2.5163
H10 1.5259 1.7125 -1.6255

For the LUMO energy, the calculation gives 0.932 eV. The SMILES is C1OC[C@H]2C[C@@H]12.O. Its spin multiplicity is 1. As for the charge: 0. As for the orbital gap: 10.95 eV. The total energy comes out at -346.9458 hartree.

Below is a molecular structure, C23H29ClLuN2PS at a distorted geometry, with properties calculated with ωB97M-V with the def2-TZVPD basis set.

Atoms and positions in Å:
Lu1 0.0152 0.7112 1.1515
Cl1 0.0338 1.5709 3.2929
P1 0.0190 0.6549 -1.0205
C1 -1.3264 -0.1635 -1.9496
C2 -1.1641 -0.8950 -3.1291
C3 -2.2725 -1.4596 -3.7623
C4 -3.5485 -1.2963 -3.2263
C5 -3.7166 -0.5808 -2.0381
C6 -2.6119 -0.0265 -1.3993
C7 -0.2293 2.4311 -1.4016
C8 0.6272 3.3315 -0.7432
C9 0.4691 4.7049 -0.9107
C10 -0.5406 5.1943 -1.7413
C11 -1.3904 4.3061 -2.4026
C12 -1.2406 2.9298 -2.2328
C13 1.5793 0.2963 -1.9111
C14 2.6615 -0.1956 -1.1711
C15 3.8913 -0.4276 -1.7864
C16 4.0516 -0.1573 -3.1456
C17 2.9861 0.3632 -3.8844
C18 1.7574 0.5969 -3.2696
H1 1.4180 2.9461 -0.1013
H2 1.1314 5.3917 -0.3916
H3 -0.6650 6.2654 -1.8728
H4 -2.1750 4.6854 -3.0515
H5 -1.9095 2.2435 -2.7426
H6 -0.1736 -1.0417 -3.5454
H7 -2.1343 -2.0348 -4.6736
H8 -4.4087 -1.7355 -3.7238
H9 -4.7066 -0.4639 -1.6061
H10 -2.7242 0.5106 -0.4597
H11 2.5263 -0.3733 -0.1063
H12 4.7239 -0.8102 -1.2024
H13 5.0095 -0.3347 -3.6266
H14 3.1176 0.5968 -4.9373
H15 0.9415 1.0318 -3.8404
H16 -0.0932 -5.8864 -5.0220
H17 0.6489 -5.8540 -4.9899
C19 -2.5827 -1.3610 3.1910
N1 -1.3332 -1.3575 3.9558
C20 -1.4965 -0.9958 5.3547
C21 -0.0367 -1.6148 3.3193
S1 -0.0093 -1.8572 1.6896
N2 1.2617 -1.5028 3.9862
C22 1.5099 -1.6061 5.4171
C23 2.4609 -1.2910 3.1776
H18 -3.2844 -2.1007 3.6323
H19 -2.4792 -1.6217 2.1237
H20 -3.0499 -0.3534 3.2336
H21 -1.3557 -1.8812 6.0021
H22 -0.8414 -0.1391 5.6177
H23 -2.5397 -0.6771 5.5746
H24 2.2801 -2.3870 5.5964
H25 1.8909 -0.6386 5.8076
H26 0.6691 -1.9439 6.0121
H27 2.6150 -2.1436 2.4829
H28 2.3647 -0.3489 2.5981
H29 3.3775 -1.2065 3.8024

For the LUMO energy, the calculation gives -7.308 eV. Its spin multiplicity is 1. As for the charge: +2. As for the orbital gap: 7.59 eV. The total energy comes out at -3437.9631 hartree.